The following is a DFT calculation (wB97M-V/def2-TZVPD) of an isolated ion of composition C5H12NO and charge +1 in a non-equilibrium geometry.

Geometry as XYZ:
```
19
Properties=species:S:1:pos:R:3:forces:R:3
C -0.9238 -1.1951 -1.6408 -1.5 2.1 -0.7
C -0.6378 0.3315 -1.6747 -1.2 -1.0 1.5
C -0.4360 0.8115 -0.1159 3.0 2.5 -4.0
C 0.3921 -0.0767 0.8054 -2.6 -3.0 -0.3
N 0.2461 0.4260 2.2291 0.9 -1.1 0.4
C 1.9103 -0.1960 0.5173 -3.7 1.9 1.6
O 2.5552 0.4762 1.2631 2.1 -0.4 -0.4
H -1.5079 -1.3169 -0.7450 -0.4 -0.5 0.4
H -0.0597 -1.7800 -1.5752 1.2 -1.1 -0.2
H -1.5959 -1.4501 -2.4680 0.6 -0.4 0.0
H -1.5650 0.7883 -2.0238 -0.1 0.2 0.4
H 0.0626 0.6939 -2.4386 0.5 -0.3 0.8
H 0.2137 1.7335 -0.4154 -1.1 -1.0 1.4
H -1.3660 1.1951 0.2779 -0.3 -0.4 0.3
H -0.1397 -1.1875 0.7742 1.5 2.6 0.3
H 0.3446 -0.4758 2.8136 -0.8 2.2 -0.4
H 1.0996 1.0170 2.4510 -0.8 -0.6 -0.4
H -0.6263 0.9933 2.3112 0.7 -0.9 0.5
H 2.0337 -0.7882 -0.3456 1.7 -0.8 -1.2
```
Forces are in eV/Å.

Summary:
E_HOMO: -14.9 eV
Max |F|: 0.10781 Eh/bohr
Net charge: +1
Energy above the lowest of the compared OMol25 structures with the same formula, charge and spin: 46.3 kcal per mole
Frontier orbital gap: 11.1 eV
SMILES: CCC[C@H]([NH3+])C=O
E: -8908.619 eV

Atom charges from the Löwdin analysis, given in e for atoms 1 to 6: -0.101 -0.188 -0.147 -0.287 0.188 -0.134